{
  "formula": "C4H7N3O",
  "method": "the ωB97M-V functional and the def2-TZVPD basis",
  "orbital_gap_ev": 9.0462,
  "lumo_energy_ha": 0.0245,
  "smiles": "[H]/N=C(\\N)C(=O)/C=C\\N",
  "homo_ev": -8.380,
  "charge": 0,
  "elements": ["C", "H", "N", "H", "H", "H", "C", "O", "C", "H", "C", "H", "N", "H", "N"],
  "coordinates": [[-1.9227, 0.6343, 0.0361], [-0.8799, 2.4246, -0.0131], [-2.1871, -0.6412, 0.0264], [-3.1185, -1.0217, -0.0568], [-2.8692, 1.1858, 0.0851], [0.9473, -2.3568, -0.0839], [-0.7933, 1.3457, 0.0296], [1.4862, 1.8514, -0.0661], [1.1584, -0.4701, 0.0279], [3.0876, -1.2255, -0.1064], [0.6103, 0.9982, -0.0032], [-1.3851, -1.2835, -0.0207], [0.3995, -1.5137, -0.0651], [2.9503, 0.4956, 0.0986], [2.5161, -0.4233, 0.1114]]
}



{
  "formula": "C4H7N3O",
  "method": "the ωB97M-V functional and the def2-TZVPD basis",
  "orbital_gap_ev": 9.6429,
  "lumo_energy_ha": 0.0202,
  "smiles": "[H]/N=C(\\NN=C)[C@H]1CO1",
  "homo_ev": -9.093,
  "charge": 0,
  "elements": ["H", "N", "H", "N", "C", "C", "H", "H", "H", "C", "O", "H", "N", "H", "C"],
  "coordinates": [[-0.0825, 2.7775, 0.4441], [2.1361, -0.1194, -0.5071], [0.7407, -0.9671, 1.0716], [1.3755, 1.0160, -0.3088], [-0.8167, -0.2606, -0.5760], [1.6355, -1.0985, 0.2423], [2.2768, -1.9962, 0.4426], [1.8446, 1.7155, -0.9394], [-0.1260, -1.0498, -1.0658], [-1.7874, -0.8253, 0.3123], [-2.1245, -0.0866, -0.8295], [-2.1013, -0.3165, 1.2947], [-0.8244, 2.0029, 0.3129], [-2.0909, -1.8669, 0.2189], [-0.0555, 1.0749, -0.1129]]
}



{
  "formula": "C4H7N3O",
  "method": "the ωB97M-V functional and the def2-TZVPD basis",
  "orbital_gap_ev": 9.7738,
  "lumo_energy_ha": 0.0136,
  "homo_ev": -9.404,
  "charge": 0,
  "elements": ["N", "H", "H", "N", "N", "H", "H", "C", "C", "O", "H", "C", "C", "H", "H"],
  "coordinates": [[0.2245, 0.5034, 1.0049], [1.4460, -0.8332, -1.5935], [-1.2603, 0.4113, -4.2574], [1.2811, -0.1403, 0.4362], [-0.3528, 0.0854, -2.7314], [-0.0218, 1.4349, 2.6622], [1.7200, 0.5023, 2.5154], [-0.4371, -0.1321, -1.4786], [0.9166, -0.3429, -0.7890], [-1.5068, 0.6983, -3.3944], [-1.3566, -0.4028, 2.2805], [-0.1494, -0.5594, 2.0513], [0.6445, 0.6765, 2.4590], [-1.2779, -0.0149, -0.9226], [0.1301, -1.8865, 1.7575]]
}



{
  "formula": "C4H7N3O",
  "method": "the ωB97M-V functional and the def2-TZVPD basis",
  "orbital_gap_ev": [5.6512, 6.9285],
  "lumo_energy_ha": [0.0253, -0.0957],
  "homo_ev": [-4.962, -9.533],
  "multiplicity": 3,
  "charge": 0,
  "elements": ["C", "H", "O", "H", "C", "H", "N", "N", "H", "C", "C", "H", "N", "H", "H"],
  "coordinates": [[-0.6314, 0.3514, -1.1531], [1.1154, -0.4726, 2.7867], [0.3371, -1.6346, -2.0433], [0.2352, -2.4345, 0.4132], [0.4695, 0.1096, 2.0951], [-1.2965, -0.9154, 1.8317], [0.0453, -1.4033, 0.1583], [-0.5015, -0.6164, 1.2299], [1.1748, 0.6265, 1.4046], [-0.2736, 1.2057, -2.0884], [-0.0120, -0.9761, -1.0844], [-1.1182, 0.7695, -0.2469], [-0.0569, 1.9722, -3.0434], [0.6686, 2.5654, -2.7691], [-0.1558, 0.8527, 2.5090]]
}



{
  "formula": "C4H7N3O2",
  "method": "the ωB97M-V functional and the def2-TZVPD basis",
  "orbital_gap_ev": [8.6605, 8.6611],
  "lumo_energy_ha": [0.0208, 0.0208],
  "smiles": "C=C(C(=O)O)/C(N)=N/N",
  "homo_ev": [-8.096, -8.096],
  "charge": 0,
  "elements": ["H", "C", "H", "C", "O", "C", "N", "N", "O", "H", "C", "N", "H", "H", "H", "H"],
  "coordinates": [[2.3741, 0.6009, -2.3661], [1.7603, -0.7919, 1.1681], [-2.2239, 1.7439, -1.4125], [0.9421, -0.1213, -1.3482], [0.5230, -0.7768, -2.2672], [0.8084, -0.6257, 0.2518], [-0.8558, 0.6632, -0.5119], [-1.2946, -0.4467, 1.5409], [2.0020, 0.7083, -1.4769], [-0.8277, -0.9185, 2.2973], [-0.4771, -0.0052, 0.5333], [-2.1486, 1.1218, -0.6164], [1.5457, -0.7889, 2.2310], [-2.0964, 0.1287, 1.7527], [2.7961, -0.8566, 0.8723], [-2.8275, 0.3647, -0.6482]]
}



{
  "formula": "C4H7N3O2S",
  "method": "the ωB97M-V functional and the def2-TZVPD basis",
  "orbital_gap_ev": [7.9464, 7.1976],
  "lumo_energy_ha": [0.0262, -0.0776],
  "homo_ev": [-7.233, -9.308],
  "multiplicity": 3,
  "charge": 0,
  "elements": ["H", "O", "C", "O", "S", "N", "H", "N", "H", "H", "N", "H", "H", "C", "C", "C", "H"],
  "coordinates": [[2.9750, 0.4640, -0.0579], [-2.6832, 0.2729, -0.0507], [-2.3416, -0.3202, 1.1256], [-0.0892, 1.2991, 0.0234], [1.9802, -1.6000, -0.2696], [0.7964, -0.6718, 0.2434], [-2.4084, -0.7852, -1.8076], [-1.0438, -1.2610, -0.2767], [2.1255, -2.4638, 0.8221], [-2.6566, 0.1750, 1.9892], [-1.5802, -1.3259, 0.9619], [-1.1663, 0.5089, -1.4989], [2.3839, 2.0695, 0.8306], [2.2523, 1.3500, -0.0619], [0.9125, 0.6561, 0.0449], [-1.8453, -0.2590, -1.0337], [2.3886, 1.8915, -0.9840]]
}



{
  "formula": "C4H7N3S",
  "method": "the ωB97M-V functional and the def2-TZVPD basis",
  "orbital_gap_ev": 10.4147,
  "lumo_energy_ha": 0.0273,
  "smiles": "C[C@H](S)n1nccn1",
  "homo_ev": -9.671,
  "charge": 0,
  "elements": ["H", "N", "H", "H", "C", "S", "N", "H", "N", "H", "H", "H", "C", "C", "C"],
  "coordinates": [[-1.1293, 0.2877, 1.4762], [0.4386, 0.1761, 0.0341], [-2.8439, 1.6066, 0.2554], [-2.3153, -1.6081, 0.7911], [2.3416, 0.9889, 0.1769], [-2.0959, 1.2170, -0.7932], [1.1288, 1.0046, 0.7120], [3.0661, -0.1346, -1.5557], [1.1393, -0.4742, -0.8524], [3.0051, 1.7502, 0.5235], [-0.5197, -1.9557, 0.3138], [-1.9081, -1.6569, -0.8113], [-1.5095, -1.3726, 0.1955], [2.3359, 0.0934, -0.8169], [-1.1337, 0.0776, 0.3512]]
}



{
  "formula": "C4H7N3S",
  "method": "the ωB97M-V functional and the def2-TZVPD basis",
  "orbital_gap_ev": 8.4525,
  "lumo_energy_ha": 0.0246,
  "smiles": "CNc1nc(S)c[nH]1",
  "homo_ev": -7.784,
  "charge": 0,
  "elements": ["N", "S", "C", "H", "H", "C", "H", "N", "H", "N", "C", "C", "H", "H", "H"],
  "coordinates": [[-1.0855, 1.1687, -0.4772], [2.3693, -2.6194, -1.3361], [1.1895, -1.5109, -0.6013], [-1.3598, 1.7670, 1.6717], [-0.1380, 2.9135, 0.5686], [-0.2425, 0.0692, -0.3502], [1.6085, -2.9819, -2.4245], [-0.0751, -0.5514, 0.8289], [-0.6260, -0.3896, 1.7124], [0.5574, -0.4899, -1.2164], [-1.1255, 2.2188, 0.5484], [0.8184, -1.6304, 0.7459], [1.0916, -2.3679, 1.5085], [-0.9754, 1.4981, -1.3960], [-2.0069, 2.9061, 0.2173]]
}



{
  "formula": "C4H7N4",
  "method": "the ωB97M-V functional and the def2-TZVPD basis",
  "orbital_gap_ev": [7.0859, 5.4886],
  "lumo_energy_ha": [-0.1814, -0.2499],
  "homo_ev": [-12.023, -12.289],
  "charge": 1,
  "elements": ["H", "N", "H", "H", "C", "C", "N", "H", "H", "H", "N", "C", "H", "N", "C"],
  "coordinates": [[0.2145, -1.5082, -0.9842], [2.4456, -0.6789, 1.0430], [-5.1595, 1.2859, 0.7636], [3.2167, -0.7888, 1.6664], [2.3279, 0.1853, 0.1543], [-3.3309, -1.2799, -0.1373], [-4.2394, 0.8988, 0.4109], [4.1361, 0.7506, -0.2428], [-3.1896, -2.2518, -0.3074], [0.5722, 1.2495, 0.0227], [3.1803, 1.0225, -0.4403], [-3.9468, -0.2699, 0.2176], [2.8320, 1.5232, -1.1580], [0.8867, 0.3273, -0.2813], [0.0542, -0.4655, -0.7272]]
}



{
  "formula": "C4H7N4",
  "method": "the ωB97M-V functional and the def2-TZVPD basis",
  "orbital_gap_ev": 10.6740,
  "lumo_energy_ha": -0.1104,
  "homo_ev": -13.679,
  "charge": 1,
  "elements": ["C", "H", "N", "C", "N", "C", "H", "C", "N", "H", "H", "H", "N", "H", "H"],
  "coordinates": [[-0.6067, -0.7291, -0.8105], [-1.5097, 2.2353, 0.0959], [1.7737, 1.1619, 0.1169], [2.0348, -0.0206, 0.0325], [-0.7448, 0.6067, -1.0067], [-1.5503, 0.0965, 0.9649], [2.1929, 1.8531, 0.7035], [-1.3322, 1.1301, 0.0870], [1.8957, -1.2036, 0.0911], [-0.0886, -1.2325, -1.5624], [-2.0042, -0.0503, 1.9426], [-0.8477, -1.9008, 0.7858], [-1.0610, -1.0078, 0.4060], [-0.5120, 1.1226, -1.8350], [2.3601, -2.0616, -0.0116]]
}



{
  "formula": "C4H7N4O2",
  "method": "the ωB97M-V functional and the def2-TZVPD basis",
  "orbital_gap_ev": [8.3920, 8.3928],
  "lumo_energy_ha": [-0.2251, -0.2251],
  "homo_ev": [-14.517, -14.517],
  "charge": 1,
  "elements": ["N", "H", "H", "C", "H", "N", "N", "H", "N", "H", "O", "C", "C", "O", "H", "H", "C"],
  "coordinates": [[0.2653, 0.3445, 0.6770], [0.6307, 2.2971, 1.4388], [-0.0040, 1.7025, -1.0774], [0.0841, -0.9313, 0.9285], [1.2116, 0.9018, 2.4033], [-0.8962, -1.4614, -0.6477], [0.2329, -1.7105, 2.1165], [-0.2899, -0.6492, -3.2965], [-0.6850, -0.3328, -1.2458], [-2.1400, -0.5584, -2.8971], [-0.0301, -2.8497, 2.1786], [-0.0901, 0.6989, -0.6208], [-1.0393, -0.1871, -2.5929], [0.6045, -1.0045, 3.0322], [2.1347, 1.5518, 1.1090], [-1.0605, 0.8601, -2.8574], [1.0713, 1.3282, 1.3516]]
}



{
  "formula": "C4H7N5",
  "method": "the ωB97M-V functional and the def2-TZVPD basis",
  "orbital_gap_ev": 8.8092,
  "lumo_energy_ha": -0.0071,
  "smiles": "C/N=C1/C=NC(NN)=N1",
  "homo_ev": -9.002,
  "charge": 0,
  "elements": ["C", "N", "H", "N", "C", "H", "C", "H", "N", "N", "H", "H", "H", "H", "N", "C"],
  "coordinates": [[-1.1517, -0.0947, 2.5741], [0.8230, 0.7220, -2.1503], [1.4091, 0.4188, -2.8864], [-0.6108, -1.1861, 1.8164], [-0.1953, -0.9641, 0.6665], [0.5640, -3.0464, 0.0028], [0.4196, -2.0151, -0.2937], [1.1080, 2.5730, -1.3952], [0.6219, 2.1175, -2.1382], [-0.0285, 0.2796, -0.0486], [-2.1914, -0.3543, 2.8016], [-0.6358, -0.0648, 3.5359], [-1.1755, 0.8975, 2.1033], [-0.3633, 2.3321, -2.0727], [0.8617, -1.4831, -1.3332], [0.5450, -0.1319, -1.1824]]
}



{
  "formula": "C4H7NO",
  "method": "the ωB97M-V functional and the def2-TZVPD basis",
  "orbital_gap_ev": 10.8850,
  "lumo_energy_ha": 0.0353,
  "smiles": "CC(=O)[C@H]1CN1",
  "homo_ev": -9.924,
  "charge": 0,
  "elements": ["H", "C", "C", "O", "H", "N", "H", "C", "H", "H", "H", "C", "H"],
  "coordinates": [[-0.1138, -0.8958, -1.4791], [1.7454, -0.2969, 0.5834], [-0.4084, -0.1376, -0.7543], [0.6625, 1.7929, 0.1082], [-1.5435, 1.5235, -0.6968], [-1.6423, 0.5644, -1.0298], [1.2549, -0.9346, 1.3309], [-1.6104, -0.3655, 0.0906], [2.1910, -0.9655, -0.1609], [-1.5861, 0.0424, 1.1020], [2.5124, 0.3059, 1.0719], [0.6945, 0.5884, -0.0397], [-2.1777, -1.2861, -0.0289]]
}



{
  "formula": "C4H7NO",
  "method": "the ωB97M-V functional and the def2-TZVPD basis",
  "orbital_gap_ev": 8.6687,
  "lumo_energy_ha": -0.0078,
  "homo_ev": -8.882,
  "charge": 0,
  "elements": ["H", "H", "H", "H", "O", "C", "C", "C", "N", "H", "H", "H", "C"],
  "coordinates": [[0.2160, -1.8263, 0.3284], [-1.1509, 1.6086, 0.8298], [-1.6699, -0.6961, 1.4067], [3.1283, -0.4604, -0.0527], [2.2058, -0.7447, -0.0924], [-1.6118, -1.4327, 0.5665], [-0.6241, 1.5077, -0.1268], [0.2458, 0.2828, -0.1300], [1.5107, 0.4617, -0.0837], [-0.0270, 2.4081, -0.2856], [-0.4181, -1.4674, -1.2384], [-1.3849, 1.4350, -0.9128], [-0.4198, -1.0764, -0.2090]]
}



{
  "formula": "C4H7NO",
  "method": "the ωB97M-V functional and the def2-TZVPD basis",
  "orbital_gap_ev": 9.0072,
  "lumo_energy_ha": 0.0330,
  "homo_ev": -8.110,
  "charge": 0,
  "elements": ["C", "O", "H", "C", "H", "C", "H", "H", "H", "N", "C", "H", "H"],
  "coordinates": [[-0.8228, 0.7613, -0.2629], [0.2077, 1.1932, 0.5983], [-0.0230, -2.2793, -0.0291], [1.5547, -0.8343, 0.0421], [-1.8407, -1.1303, -0.6439], [-1.1350, -0.6609, 0.0842], [-1.5997, -0.7680, 1.0838], [2.1631, 0.9876, 1.0270], [-1.6509, 1.4605, -0.1382], [0.3421, -1.3552, 0.0191], [1.4723, 0.6745, 0.2321], [-0.5004, 0.7897, -1.3164], [1.8325, 1.1612, -0.6961]]
}



{
  "formula": "C4H7NO",
  "method": "the ωB97M-V functional and the def2-TZVPD basis",
  "orbital_gap_ev": 11.0557,
  "lumo_energy_ha": 0.0365,
  "smiles": "[H]/N=C1/CCCO1",
  "homo_ev": -10.062,
  "charge": 0,
  "elements": ["H", "H", "O", "H", "N", "C", "H", "C", "H", "H", "C", "H", "C"],
  "coordinates": [[0.5409, 0.3733, 2.0285], [0.0051, 0.8476, -2.2004], [-1.1572, 0.3120, -0.5433], [1.1673, -1.0298, 1.1882], [-1.6771, -1.2857, 1.0165], [-0.8604, -0.4345, 0.5819], [0.7161, 1.7569, 0.0779], [0.5574, -0.1294, 1.0468], [0.0225, -0.8177, -1.7078], [-2.4571, -1.2534, 0.3531], [0.0477, 0.2235, -1.3013], [2.0793, 0.7179, -0.3827], [1.0153, 0.7193, -0.1572]]
}



{
  "formula": "C4H7NO",
  "method": "the ωB97M-V functional and the def2-TZVPD basis",
  "orbital_gap_ev": 10.6616,
  "lumo_energy_ha": 0.0278,
  "smiles": "CC(C)(O)C#N",
  "homo_ev": -9.906,
  "charge": 0,
  "elements": ["C", "O", "N", "H", "H", "C", "H", "H", "H", "H", "C", "C", "H"],
  "coordinates": [[-1.1925, -1.1517, -0.1346], [0.0365, 0.1938, 1.3619], [-1.1360, 2.2474, -1.0916], [-1.7715, -1.2461, -1.0662], [1.7897, 0.8615, -0.9289], [-0.7591, 1.2356, -0.6677], [-0.7256, -2.1136, 0.0764], [-1.9428, -0.9879, 0.6681], [2.1851, 0.5070, 0.7523], [0.1075, 1.1305, 1.5370], [1.5874, 0.1464, -0.1471], [-0.1249, 0.0360, -0.0431], [1.9462, -0.8588, -0.3166]]
}



{
  "formula": "C4H7NO",
  "method": "the ωB97M-V functional and the def2-TZVPD basis",
  "orbital_gap_ev": [7.1905, 7.1992],
  "lumo_energy_ha": [-0.0144, -0.0142],
  "homo_ev": [-7.581, -7.585],
  "charge": 0,
  "elements": ["H", "H", "C", "N", "H", "H", "H", "C", "H", "C", "C", "O", "H"],
  "coordinates": [[-0.8780, -0.4689, 1.7110], [-0.8275, 1.3447, 1.3788], [-1.3627, 0.0212, -0.3556], [1.2013, 0.7563, 0.3861], [-0.3419, -1.8092, -1.1466], [-1.5802, 0.8856, -0.9900], [-2.2440, -0.6293, -0.3209], [1.1497, -0.3934, -0.5361], [1.8274, 1.4658, -0.0031], [-0.9070, 0.3387, 0.9869], [-0.1770, -0.8261, -0.7165], [2.1870, -0.8347, -1.0182], [1.6346, 0.4536, 1.2548]]
}



Molecular weight
In order: 113.1 113.1 113.1 113.1 129.1 161.2 129.2 129.2 111.1 111.1 143.1 125.1 85.1 85.1 85.1 85.1 85.1 85.1
Unit: g/mol
DFT total energy
In order: -10779.0626 -10774.5099 -10771.7683 -10772.0712 -12824.3053 -23655.7437 -19565.0007 -19566.0810 -10207.6278 -10214.3495 -14301.5947 -11710.3655 -7797.9250 -7793.5233 -7795.9452 -7798.2133 -7796.5319 -7795.5816
Unit: eV